No. 1
Here is a cluster of 2 separate species, C4H12N2O in total from the Open Molecules 2025 dataset. Energies are from ωB97M-V with the def2-TZVPD basis set.

Geometry as ORCA input:
```
! wB97M-V def2-TZVPD RIJCOSX def2/J DEFGRID3
* xyz 0 1
O -1.882 -0.530 1.499
N -0.631 1.313 1.208
N 2.406 -0.580 0.717
C 0.720 -1.287 -1.002
C -2.381 0.892 -0.383
C -1.635 0.471 0.865
C 1.771 -0.269 -0.554
H 2.927 -1.447 0.640
H -2.822 1.873 -0.242
H -0.463 2.169 0.713
H 1.692 -0.729 1.423
H 1.172 -2.272 -1.115
H 0.289 -0.998 -1.958
H -0.087 1.122 2.032
H -1.694 0.932 -1.220
H -0.080 -1.360 -0.268
H 2.559 -0.190 -1.308
H -3.167 0.176 -0.597
H 1.306 0.715 -0.449
*
```

Values from the calculation:
E_tot ... -9370.83072 eV
Largest force on an atom ... 0.47 eV Å⁻¹
HOMO energy ... -0.341 Ha
ΔE to the lowest compared entry with this formula, charge and spin ... 35.0 kJ/mol
Structure (SMILES) ... CC(N)=O.CCN

Mulliken atomic charge list, values in e, 8 entries:
1 O -0.62
2 N -0.36
3 N -0.62
4 C -0.92
5 C -1.10
6 C 0.67
7 C -0.25
8 H 0.23

No. 2
Here is a cluster of 2 separate species, C6H12N3O in total in a non-equilibrium geometry from the Open Molecules 2025 dataset. Energies are from ωB97M-V with the def2-TZVPD basis set.

Geometry as ORCA input:
```
! wB97M-V def2-TZVPD RIJCOSX def2/J DEFGRID3
* xyz 1 1
O 2.565 -0.978 0.085
N 3.826 0.777 -0.271
N 2.489 1.088 -0.302
N -0.429 -1.973 0.043
C -1.317 1.567 0.500
C 3.891 -0.480 -0.016
C -1.319 0.239 -0.297
C 1.776 -0.004 -0.021
C -2.790 -0.190 -0.453
C -0.534 -0.761 0.466
H -0.042 -2.720 0.661
H -0.708 0.466 -1.226
H -3.082 -0.495 0.451
H -3.098 -1.004 -1.092
H -1.651 2.303 -0.111
H -0.240 1.851 0.768
H -0.665 -0.521 1.491
H 4.583 -1.259 0.152
H -1.979 1.583 1.305
H -0.239 -2.213 -0.894
H -3.244 0.650 -0.800
H 2.205 2.072 -0.437
*
```

Values from the calculation:
E_tot ... -12924.43795 eV
Largest force on an atom ... 4.91 eV Å⁻¹
HOMO energy ... -0.507 Ha
ΔE to the lowest compared entry with this formula, charge and spin ... 490.1 kJ/mol

Mulliken atomic charge list, values in e, 8 entries:
1 O -0.22
2 N -0.63
3 N 0.29
4 N -0.27
5 C -1.68
6 C 0.08
7 C 0.81
8 C 0.01

No. 3
Here is an isolated molecule of C10H12ClOP in a non-equilibrium geometry from the Open Molecules 2025 dataset. Energies are from ωB97M-V with the def2-TZVPD basis set.

Geometry as ORCA input:
```
! wB97M-V def2-TZVPD RIJCOSX def2/J DEFGRID3
* xyz 0 1
Cl -4.769 -0.986 0.508
P -2.981 -0.670 -0.256
O -2.954 -1.226 -1.647
C 2.688 -2.658 -0.262
C 1.895 -2.914 0.841
C -0.100 0.145 1.091
C -2.785 1.293 -0.197
C 0.851 -0.756 0.662
C 0.984 -1.987 1.329
C 2.589 -1.475 -0.962
C -1.339 1.537 -0.656
C 1.762 -0.489 -0.473
C -0.350 1.523 0.583
H 0.580 1.747 0.074
H -3.027 1.527 0.837
H 1.936 -3.865 1.371
H -1.413 2.640 -0.879
H -1.105 0.827 -1.519
H -3.532 1.497 -0.935
H 1.616 0.451 -1.036
H 3.218 -1.306 -1.890
H -0.666 2.136 1.336
H 3.360 -3.550 -0.416
H 0.341 -2.071 2.205
H -0.606 -0.200 2.012
*
```

Values from the calculation:
E_tot ... -34421.49702 eV
Largest force on an atom ... 5.37 eV Å⁻¹
HOMO energy (spin up / spin down) ... -0.308 / -0.265 Ha
ΔE to the lowest compared entry with this formula, charge and spin ... 32.9 kJ/mol

Mulliken atomic charge list, values in e, 8 entries:
1 Cl -0.24
2 P 0.63
3 O -0.53
4 C -0.33
5 C -0.42
6 C -0.62
7 C -0.84
8 C 1.39

No. 4
Here is a cluster of 9 separate species, C6H30N2O8 in total in a non-equilibrium geometry from the Open Molecules 2025 dataset. Energies are from ωB97M-V with the def2-TZVPD basis set.

Geometry as ORCA input:
```
! wB97M-V def2-TZVPD RIJCOSX def2/J DEFGRID3
* xyz 0 1
O -3.167 -2.730 -1.430
O -2.503 2.215 3.392
O 2.803 3.058 1.457
O -2.200 -3.866 1.245
O -0.037 2.469 2.402
O -0.805 -3.094 -2.707
O 1.853 -2.855 -1.193
O 1.457 3.775 -0.726
N -2.177 0.281 -0.090
N 2.452 1.737 -2.269
C 1.797 0.425 -2.392
C 0.860 0.417 0.003
C 0.568 0.336 -1.490
C 0.672 -1.227 1.877
C -0.089 -0.319 0.939
C -1.417 -0.402 0.875
H 2.481 3.497 0.635
H 0.688 4.126 -0.258
H 0.588 1.759 2.539
H 1.439 -1.846 1.420
H 1.191 -3.549 -1.296
H 3.606 2.586 1.222
H -1.335 -4.222 1.452
H -2.654 -2.079 -0.939
H -1.738 -2.914 -2.460
H 1.072 3.053 -1.243
H -2.036 -0.923 1.597
H 2.672 -3.217 -1.549
H 2.409 -0.468 -2.255
H 2.650 1.903 -1.288
H 3.319 1.795 -2.762
H -2.916 0.900 0.197
H 1.867 0.180 0.340
H -2.231 1.337 3.097
H -0.157 1.067 -1.855
H 0.211 3.327 2.741
H 1.378 0.461 -3.401
H 0.101 -0.639 -1.660
H -0.779 -2.988 -3.661
H -2.215 -2.921 1.414
H 0.773 1.468 0.316
H 0.008 -1.901 2.429
H -2.008 0.350 -1.074
H -1.994 2.732 2.750
H -3.182 -3.567 -0.953
H 1.077 -0.669 2.732
*
```

Values from the calculation:
E_tot ... -26068.14939 eV
Largest force on an atom ... 2.19 eV Å⁻¹
HOMO energy ... -0.310 Ha
ΔE to the lowest compared entry with this formula, charge and spin ... 178.0 kJ/mol
Structure (SMILES) ... C/C(=C/N)CCCN.O.O.O.O.O.O.O.O

Mulliken atomic charge list, values in e, 8 entries:
1 O -0.79
2 O -0.66
3 O -0.63
4 O -0.67
5 O -0.55
6 O -0.59
7 O -0.55
8 O -0.72

No. 5
Here is a structure of composition C3H4CaO4 in a non-equilibrium geometry from the Open Molecules 2025 dataset. Energies are from ωB97M-V with the def2-TZVPD basis set.

Geometry as ORCA input:
```
! wB97M-V def2-TZVPD RIJCOSX def2/J DEFGRID3
* xyz 0 1
Ca -0.275 -1.735 2.057
O -0.307 -0.742 -1.399
O 0.753 -1.960 0.152
O -0.101 2.080 0.982
O -1.389 -1.874 0.219
C 0.605 0.665 -0.822
C -0.331 -1.661 -0.467
C -0.277 1.633 -0.161
H -0.213 0.398 2.070
H 1.283 1.337 -1.374
H -1.283 1.752 -0.607
H 1.536 0.107 -0.650
*
```

Values from the calculation:
E_tot ... -29800.22567 eV
Largest force on an atom ... 5.16 eV Å⁻¹
HOMO energy ... -0.268 Ha
ΔE to the lowest compared entry with this formula, charge and spin ... 463.9 kJ/mol

Mulliken atomic charge list, values in e, 8 entries:
1 Ca 1.00
2 O -0.48
3 O -0.84
4 O -0.45
5 O -0.82
6 C -0.17
7 C 1.22
8 C -0.02

No. 6
Here is a cluster of 2 separate species, C4H9NO2 in total from the Open Molecules 2025 dataset. Energies are from ωB97M-V with the def2-TZVPD basis set.

Geometry as ORCA input:
```
! wB97M-V def2-TZVPD RIJCOSX def2/J DEFGRID3
* xyz 0 1
O 0.142 -0.324 -1.456
O 0.774 0.194 1.049
N -1.800 -0.078 -0.401
C -1.703 1.281 -0.533
C 1.607 -0.957 1.107
C -0.834 -0.875 -0.864
C 0.920 0.930 -0.056
H 2.644 -0.664 1.318
H 1.820 0.777 -0.644
H 1.567 -1.499 0.156
H -0.873 -1.931 -0.587
H 0.589 1.947 0.072
H -2.505 1.839 -0.059
H -2.482 -0.469 0.234
H 1.233 -1.580 1.922
H -1.338 1.627 -1.491
*
```

Values from the calculation:
E_tot ... -9874.67281 eV
Largest force on an atom ... 0.33 eV Å⁻¹
HOMO energy (spin up / spin down) ... -0.237 / -0.231 Ha
ΔE to the lowest compared entry with this formula, charge and spin ... 519.8 kJ/mol

Mulliken atomic charge list, values in e, 8 entries:
1 O -0.58
2 O -0.31
3 N 0.01
4 C -0.83
5 C -0.68
6 C -0.11
7 C -0.32
8 H 0.29

No. 7
Here is a cluster of 8 separate species, C34H56BFO23 in total in a non-equilibrium geometry from the Open Molecules 2025 dataset. Energies are from ωB97M-V with the def2-TZVPD basis set.

Geometry as ORCA input:
```
! wB97M-V def2-TZVPD RIJCOSX def2/J DEFGRID3
* xyz 0 1
F -1.430 -6.229 0.062
O 2.003 -4.411 2.897
O -7.685 -0.278 -2.613
O 4.882 -0.982 -4.030
O 6.120 1.410 -2.256
O -8.317 4.245 0.074
O -9.703 3.099 5.384
O -6.224 -1.548 -1.455
O -2.046 0.095 -2.444
O 6.002 3.150 -0.825
O 3.873 -0.094 -5.817
O -6.907 4.764 -1.607
O -8.598 2.287 7.145
O 7.965 2.575 -1.780
O 0.510 -5.985 3.527
O 0.769 -1.074 0.462
O 14.400 2.355 -2.761
O 12.407 2.787 -3.725
O 6.091 -0.500 -5.873
O -5.583 0.424 -2.339
O -6.363 5.217 0.533
O -7.472 2.814 5.262
O 12.827 0.770 -2.805
O 2.176 -5.426 4.901
C 9.545 1.729 -3.430
C 8.399 1.406 -2.504
C 0.524 -6.963 4.573
C 2.826 -0.505 -4.920
C -0.203 -4.311 0.751
C 14.841 1.312 -1.883
C -8.154 4.173 1.505
C -6.473 -0.564 -2.076
C -11.900 3.555 6.325
C 1.682 0.476 -4.920
C -6.182 1.305 -3.311
C -1.377 -0.397 -1.296
C -7.170 4.746 -0.445
C 7.124 0.999 -3.198
C -10.702 2.638 6.311
C 3.565 -0.585 -3.615
C -9.918 2.610 7.601
C 1.601 -5.195 3.694
C -2.331 -0.433 -0.077
C -5.714 2.726 -3.123
C 13.139 2.046 -3.156
C 5.050 -0.524 -5.298
C 13.747 -0.907 -1.305
C 6.634 2.448 -1.548
C -9.468 4.376 2.216
C -8.488 2.738 5.872
C 1.276 -6.246 5.667
C 14.035 0.129 -2.364
C 2.031 -7.152 6.608
C -7.650 1.095 -3.035
C -7.137 5.261 1.742
C 0.885 -3.556 -0.082
C -0.711 -1.751 -1.538
C -1.364 -4.841 -0.095
B 0.314 -2.112 -0.373
H 0.946 0.215 -4.158
H 3.641 0.376 -3.100
H -5.909 0.940 -4.306
H 7.067 -0.068 -3.382
H -11.001 1.631 6.008
H 14.503 -0.339 -3.234
H -0.603 0.330 -1.073
H -6.508 5.072 2.608
H 2.034 1.491 -4.735
H 8.706 0.652 -1.773
H 13.159 -1.724 -1.721
H 1.739 -3.467 0.584
H 1.176 -4.121 -0.971
H 2.553 -6.566 7.364
H -8.273 1.241 -3.914
H -3.350 -0.369 -0.456
H 9.295 2.570 -4.078
H -12.606 3.260 7.101
H 13.162 -0.475 -0.491
H 0.615 -5.581 6.230
H -0.593 -3.570 1.454
H 14.603 1.599 -0.856
H -10.150 3.555 1.994
H -10.276 1.859 8.301
H 2.787 -7.724 6.069
H -12.411 3.530 5.363
H -0.201 -1.652 -2.504
H 9.799 0.868 -4.048
H -7.742 3.190 1.747
H -6.248 3.404 -3.786
H 14.673 -1.316 -0.901
H -0.490 -7.233 4.858
H -1.455 -2.542 -1.667
H -4.645 2.802 -3.332
H 1.045 -7.853 4.209
H 3.134 -1.322 -2.941
H -8.023 1.720 -2.220
H -9.885 3.581 8.100
H 2.479 -1.493 -5.237
H 0.205 -1.072 1.251
H -9.320 4.421 3.293
H -1.269 -4.605 -1.151
H -5.858 3.040 -2.103
H 6.958 1.533 -4.137
H -7.586 6.253 1.830
H 15.914 1.162 -1.974
H 1.189 0.485 -5.892
H -2.215 -1.317 0.547
H -9.956 5.293 1.881
H 1.352 -7.842 7.110
H -11.593 4.588 6.497
H -2.178 0.469 0.512
H 0.246 -5.104 1.327
H -2.725 -0.532 -2.727
H 10.421 2.019 -2.865
H -2.302 -4.453 0.301
*
```

Values from the calculation:
E_tot ... -86655.41893 eV
Largest force on an atom ... 1.45 eV Å⁻¹
HOMO energy ... -0.342 Ha
Structure (SMILES) ... C[C@H](O)CB(O)CCCF.C[C@@H]1COC(=O)O1.C[C@@H]1COC(=O)O1.C[C@@H]1COC(=O)O1.C[C@@H]1COC(=O)O1.C[C@@H]1COC(=O)O1.C[C@@H]1COC(=O)O1.C[C@@H]1COC(=O)O1

Mulliken atomic charge list, values in e, 8 entries:
1 F -0.39
2 O -0.46
3 O -0.38
4 O -0.35
5 O -0.25
6 O -0.37
7 O -0.23
8 O -0.55

Among the records above, which one has the highest largest force on an atom?
C10H12ClOP